Record 1
ORCA calculation (ωB97M-V/def2-TZVPD) on a 10-piece molecular cluster, C23H43NO39PS10 overall.

The value obtained for the HOMO energy is -12.027 eV. The calculation puts the largest force on an atom at 3.0 eV Å⁻¹. For the gap between HOMO and LUMO, the calculation gives 7.8 eV. Its charge is +1.

Positions of all 117 atoms, in Å:
S: -0.1538 -7.1331 -3.6630
S: -0.5863 -1.7848 -5.0399
S: -5.7086 1.5293 0.3640
S: 0.1385 4.2903 0.9733
S: 4.8990 -3.1477 4.4768
S: 4.4639 -5.0957 -1.4224
S: 0.3321 -1.6353 0.3126
S: 2.2471 1.3951 6.2573
S: -2.0165 8.8349 4.7257
S: -3.4044 0.9622 -10.7472
P: -4.6651 7.6828 4.8044
O: 1.5503 -0.9561 0.6087
O: -1.2472 3.9492 1.0426
O: 3.3142 -3.3329 4.2901
O: 4.0393 -4.1951 -2.6801
O: 0.5682 5.6262 0.7780
O: 4.9558 -6.3326 -1.8983
O: 0.8187 3.3445 -0.1208
O: 5.3051 -3.9180 5.5946
O: 0.1802 -3.0230 0.5531
O: 0.9636 -2.1049 -4.7892
O: 3.4316 -5.0083 -0.4435
O: -4.2013 0.6367 -9.3890
O: 2.0471 1.1720 4.8686
O: -3.6153 -0.0890 -11.6715
O: -6.4571 2.6895 1.1994
O: 5.2092 -1.7658 4.3589
O: 1.3181 -7.3004 -3.0547
O: 0.8745 3.7039 2.2600
O: -0.9703 -3.1331 -5.8051
O: 5.3579 -3.8864 3.1332
O: 1.8316 0.0738 7.0581
O: -0.3922 -8.1883 -4.5735
O: -4.9846 9.0380 5.1531
O: -5.9205 1.7644 -1.0127
O: -0.6820 -0.6937 -5.9436
O: -3.6379 2.3195 -11.0813
O: -0.3391 -5.7707 -4.0321
O: -4.4560 6.7659 6.0865
O: -4.1984 1.9597 0.7424
O: 1.6954 2.5213 6.9206
O: -1.2571 -1.7774 -3.7881
O: -1.9183 0.8219 -10.1515
O: 3.8201 1.3370 6.5362
O: 5.6934 -4.1971 -0.9257
O: -0.9736 -7.3989 -2.3134
O: -5.9745 0.2824 0.9746
O: -0.0628 -1.3067 -1.1997
O: -0.8740 -0.8587 1.0272
O: -5.7884 7.0839 3.8486
N: -3.1149 7.7013 3.8285
C: -3.3834 8.3030 2.5817
C: 5.9916 -3.1864 -1.9001
C: 3.0124 -0.7003 7.3276
C: 0.2144 -3.8848 -6.1038
C: -4.1975 3.2209 1.4084
C: 4.1104 0.3231 7.5082
C: 4.6678 -2.9080 -2.5795
C: -3.2919 0.1714 -8.3847
C: 4.2342 -4.5469 2.5283
C: 3.0324 -3.7246 2.9355
C: -1.3675 -0.6980 -1.2510
C: -1.1533 6.1347 4.0636
C: 1.4950 2.4469 1.9278
C: -0.0900 -7.8704 -1.2867
C: 1.1917 -3.5116 -5.0115
C: -5.5398 3.2853 2.1101
C: -2.5202 6.2865 3.5847
C: 1.8990 2.5984 0.4796
C: -1.9754 0.8366 -8.7201
C: -1.5019 0.0179 0.0736
C: -0.0684 5.9495 4.5166
C: 1.2497 -7.2528 -1.6211
C: -3.6753 8.9141 1.6100
H: -2.5362 0.1991 0.3484
H: -5.6455 6.1445 3.6507
H: -0.9561 0.9632 0.0707
H: -3.1625 5.4861 3.9662
H: 0.9046 6.1161 4.9285
H: -4.0551 5.9063 5.8774
H: 2.3376 2.2554 2.5844
H: 2.9440 -2.8205 2.3286
H: 2.0235 1.6397 -0.0172
H: -4.1041 4.0072 0.6556
H: -0.4528 -7.5688 -0.3077
H: 4.0316 -2.2649 -1.9666
H: 6.7240 -3.5918 -2.6005
H: -2.4621 6.1623 2.4967
H: -0.0058 -4.9442 -6.1176
H: -1.1245 0.3090 -8.2993
H: 0.5838 -3.5740 -7.0841
H: 6.4034 -2.3057 -1.4147
H: -1.4345 -0.0227 -2.0961
H: -1.1895 9.1980 3.7151
H: 4.1809 -5.5605 2.9322
H: -3.6528 0.4403 -7.3956
H: 2.2244 -3.6914 -5.3000
H: -3.3587 3.2806 2.0975
H: -5.5383 2.6932 3.0300
H: 2.1027 -4.2839 2.8848
H: -1.9590 1.8777 -8.3888
H: 2.8144 3.1838 0.3767
H: 4.0748 0.7770 8.5006
H: 5.0991 -0.0932 7.3354
H: 2.0826 -7.7958 -1.1828
H: -0.0538 -8.9603 -1.3407
H: 0.9764 -4.0370 -4.0862
H: 1.2953 -6.2073 -1.3111
H: 2.8717 -1.3170 8.2106
H: 4.7871 -2.4664 -3.5651
H: 3.2012 -1.3370 6.4625
H: -5.8445 4.3071 2.3356
H: -2.1127 -1.4858 -1.3573
H: 0.7535 1.6555 2.0538
H: -3.2198 -0.9156 -8.4619
H: -3.9864 9.6677 0.9165
H: 4.3540 -4.5942 1.4516

***

Record 2
ORCA calculation (ωB97M-V/def2-TZVPD) on B2CuH30O11 as an isolated structure.

The value obtained for the HOMO energy (spin up / spin down) is -13.630 / -13.233 eV. Its spin multiplicity is 3. The calculation puts the largest force on an atom at 4.7 eV Å⁻¹. For the gap between HOMO and LUMO (spin up / spin down), the calculation gives 10.4 / 3.3 eV. Its charge is +1.

Positions of all 44 atoms, in Å:
Cu: -2.0387 0.1711 0.8769
O: 1.8826 -2.5861 -1.7021
O: -3.8001 -0.7146 -0.4278
O: 2.6434 0.7733 0.6905
O: -1.1670 0.9091 2.9582
O: -0.0361 -3.8631 0.7144
O: 1.2972 -2.1820 2.5475
O: 3.4685 1.6773 -2.6629
O: 0.8483 3.0997 0.4883
O: 1.1815 2.8166 -2.5687
O: -0.6517 -1.0383 -3.0068
O: -1.7346 -1.6761 1.9137
B: -2.3444 2.2429 -0.0238
B: -0.0014 -0.2412 -0.3002
H: 1.4033 -2.1072 -1.0259
H: 1.8159 -1.3973 2.7251
H: -0.2957 -1.0393 -2.1182
H: 3.0788 0.9211 -2.2240
H: -0.5756 -4.2844 1.3835
H: 0.1002 -1.2314 -3.5667
H: -0.1796 0.4582 0.5019
H: 3.3281 0.2989 0.2190
H: 1.3034 -2.6658 3.3734
H: 2.1269 2.6856 -2.4959
H: -1.0294 1.8282 3.1874
H: -0.9526 -1.9215 2.4081
H: 0.7181 0.2799 -0.9126
H: -3.8249 -1.4853 -0.9950
H: 4.3603 1.3997 -2.8726
H: -2.4506 -2.1335 2.3546
H: 1.8321 0.3262 0.4495
H: 0.8719 2.8390 -1.6633
H: -4.4533 -0.1219 -0.7995
H: -2.8519 3.1914 -0.1079
H: -1.1516 0.4478 3.7967
H: -0.9690 -0.3023 -0.7737
H: 0.4825 -3.2182 1.1953
H: 2.6277 -2.0232 -1.9124
H: 1.1570 2.2554 0.1594
H: -0.0857 3.1117 0.2793
H: -1.5138 2.1521 -0.7064
H: 0.4748 -1.1675 -0.0183
H: -1.9441 2.1182 0.9704
H: -2.9508 1.3970 -0.3085

***

Record 3
ORCA calculation (ωB97M-V/def2-TZVPD) on an isolated ion of composition C20H46ClFIN8P2 and charge +1.

The value obtained for the HOMO energy is -11.150 eV. The structure (SMILES) is [H]/N=C(\C)C[C@]1(I)N(Cl)[C@@](CCCCC)([C@H](C)F)[C@@](C)(CC(N)(N)N)[N@H+](P(C)CC)[C@]1(N)[PH2]=N. The calculation puts the largest force on an atom at 3.2 eV Å⁻¹. For the gap between HOMO and LUMO, the calculation gives 8.2 eV. Its charge is +1.

Positions of all 79 atoms, in Å:
I: 2.1391 -1.0615 2.5704
Cl: -0.9754 2.1425 1.7112
P: -2.6216 -0.9751 1.6828
P: -0.8175 -3.0858 -0.5774
F: 2.8477 1.2757 0.5854
N: -0.5583 -2.5269 1.9836
N: -1.9636 -0.4053 -3.9847
N: -0.3164 -1.3449 -0.0206
N: 0.2456 -0.5895 -4.6983
N: -3.4451 -1.8630 0.6830
N: 0.2907 1.0282 1.3059
N: -0.5952 1.4916 -3.8660
N: 0.8703 -0.2291 5.5769
C: -1.4147 -3.4696 -3.4102
C: 1.2596 3.5309 -0.4604
C: 0.7727 -3.7761 -1.2258
C: -0.7716 -1.1906 1.4549
C: 3.1653 4.5340 2.2454
C: 1.7659 3.9572 2.0592
C: 2.0890 0.7286 -0.4237
C: -1.7861 0.4507 -1.0310
C: -0.6473 0.0184 -3.6322
C: 0.3235 2.3516 -0.7773
C: -0.3849 -0.1039 -0.8952
C: 0.1636 -0.1741 2.1535
C: 0.1138 -0.3588 -2.3462
C: -0.9455 -1.7539 5.2103
C: 2.7421 -0.6041 -0.8061
C: -0.0278 -0.5886 4.7967
C: 0.5603 0.9295 -0.1450
C: -1.9788 -3.1624 -2.0079
C: 1.0560 4.4136 0.7790
C: -0.3184 0.2802 3.5720
H: 0.9511 -0.8684 6.3648
H: -0.2649 -0.6261 -5.5704
H: 1.1002 4.2091 -1.2987
H: 3.4669 4.3304 3.2684
H: 2.5408 -1.4863 -0.2044
H: -1.1039 -1.6329 6.2708
H: -2.5038 -0.2822 -1.3746
H: 0.0006 4.5780 0.9566
H: 1.7874 2.8800 2.1574
H: 1.0140 0.2160 -2.5134
H: 3.8110 -0.4430 -0.7382
H: -2.8553 -1.3873 3.0094
H: -4.0398 -2.5235 1.1700
H: -0.9149 1.6902 -4.8063
H: -0.6158 -2.8288 -3.7586
H: 0.1839 1.1893 3.8649
H: 1.1553 4.2974 2.8962
H: 0.5184 2.1584 -1.8241
H: 0.3586 1.8280 -3.8020
H: -0.5278 -2.7260 4.9745
H: -1.0842 -4.5024 -3.4152
H: -2.2333 -3.4235 -4.1190
H: 2.3218 3.3234 -0.5438
H: 2.5820 -0.8799 -1.8396
H: 3.8631 3.9989 1.6060
H: 1.0906 -0.0433 -4.8142
H: 2.3574 1.3374 -1.2795
H: -0.6961 2.7103 -0.7647
H: -0.1383 -2.4683 2.9084
H: -1.3959 0.3786 3.6489
H: -2.7914 -2.4467 -1.9662
H: 0.6891 -1.5015 0.1398
H: 3.2014 5.6097 2.1193
H: 1.4669 5.3895 0.5353
H: -2.4963 -4.0844 -1.7471
H: 0.9977 -3.4874 -2.2509
H: -1.4391 -3.0027 2.1707
H: -3.0459 0.3606 1.6203
H: 1.5792 -3.3961 -0.6065
H: -2.5001 0.2606 -4.5167
H: -2.1841 0.8707 -0.1114
H: 0.4919 -1.3643 -2.4676
H: -1.8093 1.2839 -1.7147
H: -2.5447 -0.8896 -3.3287
H: 0.7467 -4.8544 -1.1404
H: -1.9286 -1.6209 4.7731

***

Record 4
ORCA calculation (ωB97M-V/def2-TZVPD) on a 3-piece molecular cluster, C28H40N4O11 overall.

The value obtained for the HOMO energy is -8.956 eV. The structure (SMILES) is COCCCCC(=O)O[C@@H](OCCNC[C@H](C)O)N(C(C)=O)C(C)=O.O=[N+]([O-])c1ccccc1.O=[N+]([O-])c1ccccc1. The calculation puts the largest force on an atom at 0.7 eV Å⁻¹. For the gap between HOMO and LUMO, the calculation gives 8.2 eV. Its charge is 0.

Positions of all 83 atoms, in Å:
O: 2.4875 -5.6166 0.1503
O: 0.6685 -2.8396 -2.7566
O: -1.9682 4.7142 -0.3729
O: -3.4906 -2.0700 -2.4924
O: -0.3327 -4.4447 0.7580
O: -2.8583 5.8013 -2.0040
O: -3.7500 -0.6141 -0.9268
O: 0.8959 -3.7295 2.4913
O: 2.9954 3.2771 0.8187
O: 0.0166 -2.3139 6.5561
O: 0.1453 -2.2797 0.1853
N: -1.8992 5.3440 -1.4097
N: 1.1937 0.1594 -0.1794
N: -3.6149 -0.9287 -2.0954
N: 1.2269 -4.0436 -0.9275
C: -3.3764 2.4940 -3.5214
C: -0.8336 -1.4871 5.7838
C: 1.7890 5.2039 -1.9000
C: -1.4954 -3.8495 2.7535
C: 2.2968 -4.4574 -0.0168
C: 1.9268 5.9275 -3.0773
C: -3.5219 0.1644 -3.0785
C: -0.5609 5.5512 -1.9952
C: 2.9258 -3.5769 -2.6604
C: -0.2552 0.0858 -0.0344
C: 1.7320 1.5162 -0.2630
C: 0.5341 5.0099 -1.3459
C: -1.3780 -3.3929 4.2011
C: -0.4515 6.2751 -3.1683
C: 3.0735 -3.3737 0.6740
C: 1.5202 -3.4262 -2.1331
C: -3.1837 0.8939 -5.3139
C: -0.7837 -1.3139 -0.3159
C: 1.3902 2.1724 2.1718
C: 0.8108 6.4610 -3.7093
C: 2.3810 2.0048 1.0298
C: -3.1886 2.2099 -4.8679
C: 1.3959 -2.1542 6.2836
C: -0.0039 -3.5688 -0.3006
C: -0.1805 -3.9684 2.0453
C: -3.5537 1.4653 -2.6120
C: -3.3439 -0.1483 -4.4137
C: -0.9311 -1.9392 4.3344
H: 0.9217 7.0252 -4.6253
H: -1.7504 -1.4410 0.1852
H: 1.7744 -2.9913 5.6860
H: 3.4132 -4.4948 -2.3283
H: -0.4801 -0.4460 5.8282
H: 2.4224 -2.5449 0.9514
H: -0.6937 0.7612 -0.7756
H: -0.6133 0.4166 0.9536
H: 0.9302 2.2156 -0.5255
H: -3.3162 -1.1806 -4.7290
H: -1.8114 -1.5343 6.2720
H: -0.6923 -4.0502 4.7425
H: 2.9097 6.0783 -3.5040
H: 2.8696 -3.5664 -3.7481
H: -3.3817 3.5193 -3.1746
H: -1.3350 6.6800 -3.6387
H: -1.6464 -1.2863 3.8156
H: -3.0371 0.6747 -6.3628
H: 3.5144 -2.7165 -2.3328
H: 0.0393 -1.8031 3.8448
H: 3.1486 1.2700 1.3221
H: 1.8121 2.8434 2.9219
H: 3.7538 3.1648 0.2345
H: 1.5910 -1.2247 5.7339
H: 1.9383 -2.1178 7.2314
H: 1.6221 -0.3354 0.5958
H: 0.4011 4.4538 -0.4298
H: 3.8538 -3.0034 0.0043
H: -0.8004 -3.6247 -1.0424
H: 3.5444 -3.8095 1.5543
H: 0.4494 2.6036 1.8176
H: -2.1170 -3.1600 2.1668
H: -0.9318 -1.4742 -1.3873
H: 1.1699 1.2143 2.6502
H: -3.0415 3.0180 -5.5726
H: -2.3580 -3.5022 4.6800
H: 2.4850 1.5520 -1.0629
H: -3.6905 1.6627 -1.5592
H: 2.6587 4.7895 -1.4082
H: -1.9764 -4.8302 2.6702

***

Record 5
ORCA calculation (ωB97M-V/def2-TZVPD) on a 2-piece molecular cluster, C3H8O overall.

The value obtained for the HOMO energy is -9.259 eV. The structure (SMILES) is C=CC.O. The calculation puts the largest force on an atom at 1.4 eV Å⁻¹. For the gap between HOMO and LUMO, the calculation gives 10.3 eV. As for the energy above the lowest of the compared OMol25 structures with the same formula, charge and spin: 125.05 kJ/mol. Its charge is 0.

Positions of all 12 atoms, in Å:
O: 1.8481 -1.0747 0.3070
C: 0.7241 1.0123 -0.1552
C: -0.2824 0.3102 -0.6747
C: -1.4911 -0.1422 0.1036
H: 0.7682 1.2632 0.9044
H: -2.2863 0.5810 -0.0973
H: 1.5764 1.3427 -0.7409
H: -1.8667 -1.1310 -0.1848
H: -1.3177 -0.1542 1.1875
H: 1.6121 -1.1504 1.2386
H: -0.2797 0.1135 -1.7460
H: 0.9951 -0.9702 -0.1423